No. 1
A 2-piece molecular cluster, C47H59N4 overall. Source: the Open Molecules 2025 dataset; level of theory: ωB97M-V/def2-TZVPD.

Properties
frontier orbital gap	3.079	eV

```
! wB97M-V def2-TZVPD RIJCOSX def2/J DEFGRID3
* xyz 1 1
C -3.51652 -5.06128 -0.45693
H 5.43115 1.10158 3.53408
C 1.46011 0.01343 -5.45720
H 0.58669 -3.21524 -4.93498
H 2.21141 -2.71068 -5.45619
C -0.26652 0.04027 -3.77504
C -5.06891 -1.13013 -1.29703
C 2.97741 -1.07023 4.54413
C -2.63425 -4.03501 -0.80508
H -2.35901 3.50517 -5.04403
C -2.15908 1.71337 -3.84319
H 4.06978 8.29786 3.71631
H -3.77657 -1.19453 3.48921
H 3.43348 5.83704 2.68838
C 1.58925 -2.94662 -4.58348
C -0.41698 -1.63197 3.05298
C -4.88411 -4.82408 -0.36450
C 3.48162 7.34052 5.57328
C -1.15361 -4.32179 -1.01239
H -3.28837 -0.05432 -4.39887
C -0.85725 1.15594 -4.39156
H -5.87887 -0.84172 0.69215
C -6.18399 -0.70548 -0.35074
H 1.96500 5.86601 6.07791
H -1.20191 -3.78525 -3.11684
H 0.43779 -5.55705 -0.24064
C -4.52178 -2.51189 -0.96396
H 0.19127 -4.80552 -2.64607
H -3.13853 -6.06627 -0.26651
C -0.32809 -1.39481 1.68335
C 5.49498 -1.03926 3.32366
C -0.48593 -0.30561 -1.23396
H 1.92338 3.73662 5.56243
H 5.31807 8.26190 4.96092
H 5.29339 -3.19872 3.21201
C -5.54333 -1.08574 -2.74399
H 0.63041 -1.36913 1.15946
C 0.61313 0.42215 -0.79530
H -4.76044 -1.44483 -3.42387
H -4.28668 1.38650 -4.04696
H 1.31753 1.52726 -6.97372
H 2.87556 8.21690 5.82304
C 4.89137 0.16576 3.68760
H -3.64656 -0.83392 1.01675
H 5.71851 6.65394 2.98371
H 3.56214 -1.08359 -3.92095
H -0.60179 -3.41347 -0.73409
C -2.75674 -1.09252 1.59712
H -6.41659 0.35345 -0.51151
H -5.81633 -0.06118 -3.02723
C -3.14949 -2.75575 -1.05322
C 2.78568 3.82220 4.88551
H 2.02322 -1.07085 5.07225
H -3.13076 3.58391 -3.44216
H 0.49070 -1.86513 3.60843
C 1.52798 -1.75079 -3.64213
H -6.42154 -1.73571 -2.86278
C -1.65606 -1.56599 3.69921
C 4.52115 7.67141 4.49762
H 2.36043 -0.43480 -5.87534
H 0.77539 0.43261 0.27153
H -5.56221 -5.63997 -0.12079
H -6.45565 -3.36084 -0.52409
C -1.50775 -1.17431 0.92454
N 3.20351 5.05732 4.61312
H -1.43969 -5.51767 -2.78217
H 0.88027 -2.00608 -2.79714
H 1.75020 1.32997 4.64702
H -0.70253 2.56746 -6.01403
C 5.12763 6.41561 3.87372
H 5.82164 5.96947 4.59751
C 0.89155 -0.53804 -4.30766
H 2.83759 -0.61669 -2.36166
H 3.10616 -3.21779 4.42160
H -1.11407 -6.40598 -0.41659
H 6.49468 -1.03564 2.88135
C -2.25583 3.22414 -3.99012
H 2.01833 -3.80647 -4.05611
C -2.81899 -1.27641 2.97112
C 4.06385 5.38971 3.47981
C -3.35140 1.03602 -4.50224
C 3.58996 -2.26792 4.18615
C 2.82314 1.40371 4.39463
N -2.26103 -1.66020 -1.38904
C -0.87883 -4.61995 -2.48051
C -0.26434 1.69594 -5.52952
H 3.34613 -2.30240 -2.63381
C -0.64695 -5.45665 -0.13028
C 0.88195 1.11853 -6.06640
H 1.17277 1.01375 -1.51254
H 1.79707 6.59264 4.45891
H -4.23795 -0.42300 -1.18178
C 3.40668 2.66229 4.38527
H -1.36254 3.70327 -3.58114
H -1.71405 -1.73468 4.77465
H 4.01723 7.06304 6.48910
N -0.87408 -0.53291 -2.58177
C -5.38467 -3.55033 -0.60775
C -1.40948 -1.01750 -0.49899
H -0.87205 -5.25643 0.92227
N -1.91734 -1.39165 -2.68002
C 2.90839 -1.41634 -3.10490
H -3.37348 1.28229 -5.57469
C 4.83074 -2.25845 3.52703
H -2.17088 1.47334 -2.77227
H 4.42041 2.76402 3.98955
C 3.56271 0.18478 4.20624
C 2.52126 6.20991 5.19810
H 4.53660 4.49273 3.06987
H -7.08607 -1.30060 -0.53412
*
```



No. 2
C47H59N4O2SiSn as an isolated structure. Source: the Open Molecules 2025 dataset; level of theory: ωB97M-V/def2-TZVPD.

Properties
energy relative to the best compared isomer or geometry (same formula, charge and spin)	23.3	kJ/mol
frontier orbital gap	5.237	eV

```
! wB97M-V def2-TZVPD RIJCOSX def2/J DEFGRID3
* xyz -1 1
H 0.48235 1.54446 6.45216
C -1.68845 0.85297 -0.92601
C 3.79227 -2.52299 0.07888
C -4.62871 -0.06587 -2.89282
C 5.44366 -1.35974 -1.74513
H -1.23214 -5.24640 1.67387
C -0.79497 -4.66062 0.87281
C -0.28985 4.03588 -0.60092
C -3.46630 2.40918 -2.11156
C 0.45822 -4.55088 -1.15505
C 0.27759 -3.16728 -1.24104
H -2.57218 1.21259 1.11963
C -1.53280 -3.12426 3.31406
C 1.97721 3.12891 -1.44120
C -0.99342 -3.28570 0.84062
C 4.44481 -0.67338 -1.07388
C -1.86746 -2.63936 1.90100
H 2.59784 2.23491 3.51584
H 0.90578 -1.72617 5.76141
C -3.19880 -2.33682 -1.95489
H -0.46005 -3.08131 3.50891
Si 1.26883 0.33642 4.42391
C 5.56507 -2.71930 -1.50084
H 0.35370 -2.59659 -4.65059
H -2.63499 2.93754 3.62997
H 2.72579 3.34199 -2.21583
C 6.32318 -0.73419 -2.78707
H -0.87351 3.80208 -3.30064
H 1.60759 -0.82744 -3.54725
H 7.17913 0.90667 -3.46665
C -0.53902 5.33828 -0.16943
H -0.04509 2.38161 4.98606
C 1.09705 -1.04239 -2.60223
H 3.57174 0.76320 3.58160
H 1.79293 -3.04433 -2.69589
N -0.69900 1.63498 -0.35275
H 2.38094 3.43409 -0.47285
H -2.98389 4.78916 2.08214
O 6.74528 -1.39499 -3.71735
H -0.29208 2.21542 -2.77657
H 6.30713 -3.28369 -2.05191
C 0.01150 3.23931 -2.99444
H -5.99306 -1.52141 -3.78160
H -3.57799 -3.94408 1.58337
C 0.50942 -0.33156 2.88781
Sn 0.83120 0.30258 0.69125
H 3.11498 -2.94513 0.81752
H 7.68829 1.82937 -1.41201
C -5.22695 1.16844 -3.29075
H -1.65190 6.63833 1.13019
C -1.59807 -0.50887 -0.89569
C -0.05599 -5.29812 -0.11303
C -4.65001 2.34960 -2.91036
H -5.10804 3.28279 -3.21917
H -4.65314 3.26839 1.99897
C -2.87943 1.23826 -1.71350
C -0.43132 -2.51733 -0.20873
N 3.64798 -1.22764 -0.17284
H 6.50405 0.77833 -0.62447
H 3.26301 1.68405 5.06516
H -2.03571 -2.49727 4.05505
H 0.92766 -1.34397 2.75063
H -4.75134 -3.46078 -2.95503
C -4.32621 2.37715 1.45419
H -0.24325 -4.01030 -3.76113
C -0.08505 -2.93087 -3.70622
H -6.12682 1.16461 -3.89572
C -2.43140 2.01705 3.07401
O 5.84385 2.54162 -1.50442
H -3.06106 3.37309 -1.82659
C -4.39321 -2.46247 -2.72920
C 6.68650 1.41302 -1.49029
C 4.72780 -3.31617 -0.57528
C 0.67776 3.87629 -1.77056
H 2.51335 -1.72787 5.03093
N -0.56817 -1.11157 -0.19702
C 2.82078 1.35028 4.12121
H 4.22898 0.36828 -1.29685
H 1.73338 -0.70208 -1.78985
C -3.48285 0.02291 -2.13450
H 2.20714 -0.76242 6.48549
H -0.88576 0.92405 5.51286
H 4.91720 2.27132 -1.50921
H 0.10511 -6.36920 -0.07423
H -2.99099 1.20289 3.54635
C 0.82979 -2.54740 -2.53369
C -2.73083 -1.08565 -1.65295
C -2.22164 4.57574 1.33960
H -1.68622 -1.56902 1.84481
C -1.48521 5.61865 0.80323
C 0.09802 1.39699 5.43801
H -0.56034 -0.47737 3.07317
C -1.00284 2.96913 -0.00711
C -2.81895 2.15572 1.60437
H 4.78605 -4.37664 -0.36818
H -1.36896 1.79154 3.15988
C -5.09283 -1.38226 -3.19415
H -2.69248 -3.23537 -1.61956
H -1.87072 -4.15302 3.47086
H 0.71231 3.22017 -3.83557
H 0.17495 -0.45961 -2.57754
H -1.05998 -2.45133 -3.59456
C -3.35371 -2.87236 1.61211
H 0.01723 6.15268 -0.62348
H 1.01648 -5.05185 -1.94133
H 1.79917 2.05613 -1.41170
H -4.60612 2.49396 0.40619
N 6.61383 0.60250 -2.68743
C -2.00131 3.25923 0.94951
C 1.77383 -1.09807 5.53737
H 0.95927 4.89551 -2.04982
H -4.87227 1.51902 1.85654
H -3.65033 -2.43757 0.65778
H -3.96376 -2.41894 2.39883
*
```



No. 3
A 9-piece molecular cluster, C47H64F8N3O34 overall. Source: the Open Molecules 2025 dataset; level of theory: ωB97M-V/def2-TZVPD.

Properties
frontier orbital gap	8.757	eV

```
! wB97M-V def2-TZVPD RIJCOSX def2/J DEFGRID3
* xyz 1 1
H -11.95501 0.70691 -7.32750
H -1.81604 0.64219 -2.12824
C -0.26805 -2.68521 4.97501
O 10.21220 -5.90193 0.81904
H 4.35170 -0.46855 -1.60088
H -9.81536 5.58533 -10.80782
C -5.55232 -1.12323 -4.29708
O -4.83195 -1.89302 -3.68360
H -0.12483 2.12817 1.28681
H -2.38532 -2.67412 1.77089
O -1.35292 -4.98548 2.76410
H 1.46955 2.67815 -1.12103
C -1.49604 -4.51842 8.54189
C -0.76319 -5.66392 7.93160
H -3.55581 -3.52121 0.55109
H 0.74206 2.99952 9.16771
C -1.87577 -4.90079 1.53658
F 10.44844 2.68985 -2.65997
H -3.25790 -0.38102 -1.47875
N 1.97114 -0.99320 0.03854
C 10.30932 0.65932 -5.27893
H -0.72353 -1.22450 -2.35225
F -9.85788 1.97592 -7.72837
C 0.65748 -0.96440 6.04466
O -1.42809 4.97990 2.18139
O -4.44780 2.77991 -3.53739
H 0.92741 1.45740 3.19977
C 9.00396 -4.03754 0.31395
C 9.73681 -5.18303 -0.29634
O 0.85313 -1.82479 4.99923
C -0.26861 3.89649 -0.29627
C -0.09340 -2.37773 0.39853
H 1.58104 4.39013 3.26096
H 4.21943 -0.70024 1.42934
C 1.68164 3.26307 9.66494
C 3.18407 1.97701 3.40185
H 2.36950 2.51450 0.85422
C -1.30934 -1.87915 5.67335
H 9.11312 -5.83570 -0.91648
O -1.27989 -6.80027 11.05973
C 0.38290 2.41042 -0.70386
O -1.92897 -6.09658 0.66099
C -1.19392 -6.14278 10.03592
H -0.83920 -3.67652 8.78511
H 0.79418 -3.15375 0.22003
O 2.29807 4.32901 8.97889
H -5.98051 1.53389 -4.79357
H -1.01088 -6.11386 0.22814
H 6.51296 -2.13487 1.25622
H 4.53565 1.21602 1.08288
C -6.68642 -0.16913 -5.96005
O -2.05151 2.89804 -3.42108
O -1.46236 4.26167 -0.77083
H 3.32822 3.09382 3.08123
H -2.45687 -0.63647 0.72057
C -6.69295 0.70312 -4.75140
C -2.43052 -3.49245 0.90761
F -7.93558 1.17435 -4.50345
H -3.43849 2.59750 -0.40643
C -0.12912 5.01525 1.87509
H 0.93387 -2.08723 -2.20078
F 0.30091 -5.23096 7.21893
F -2.16591 -2.67840 6.34799
H 5.31739 -2.67271 0.11539
H 1.54082 6.31196 2.91560
C -9.23759 5.29462 -9.92631
H 3.43795 2.27127 10.44961
H 3.95773 1.96966 5.59917
H 2.27001 1.18683 9.66030
O -9.33911 -0.19385 -7.53324
O -11.33140 -1.07828 -8.13214
H 2.08748 2.57144 5.41072
O -2.00078 -5.07920 9.73718
C 4.13491 0.17542 0.65753
H -9.74490 5.67391 -9.03291
C 3.14972 3.73670 8.09541
C 2.71204 2.18648 9.63398
H -0.21621 2.01280 -1.61920
O -0.28780 -6.38281 9.04698
H -2.08646 2.84461 -4.42190
F -7.64778 6.94293 -9.43378
C -3.55503 1.87200 -1.31657
N 6.31469 -2.34778 0.24579
O 9.45637 -0.03428 -4.46476
F 10.80091 -4.75008 -1.00901
F 1.43573 3.65891 10.93400
H 5.42566 0.99018 -1.08073
C 1.82536 1.46892 1.04434
H 9.66080 -3.19564 0.55716
O 7.55602 -0.54283 -0.94701
H 0.54841 0.54627 -4.39970
H -4.67685 1.46428 -1.30012
H -0.23567 -2.29133 1.55696
C 0.34551 -1.09139 -1.89710
O -0.57124 -1.12816 6.61043
O 1.48018 -0.14577 6.42000
H 2.59881 0.70034 5.20451
C 2.91370 1.82705 5.04562
H -9.61938 0.77735 -9.32283
C 9.39913 0.67923 -3.24592
O -6.33508 -0.17557 -3.70895
C 0.90173 5.33736 3.15225
O -5.66684 -1.10103 -5.66011
C -3.33491 2.55225 -2.79107
C -1.41757 -2.99732 -0.32820
O 10.70026 1.83658 -4.71511
H -1.38688 -6.31658 7.31146
O 3.65500 4.30834 7.14368
H -12.02547 0.61833 -9.10241
H 4.23630 1.43997 3.22985
C -11.44770 0.32762 -8.22090
C 9.79347 2.05617 -3.65852
H -1.86808 -1.20286 5.01763
H 2.47217 -1.61278 -0.66577
H 10.09977 0.23405 -2.53156
H 2.72175 0.90058 -0.97175
O 8.49922 -4.59832 1.50924
H -7.63304 -0.70072 -6.10397
C 2.57774 0.38161 0.08001
C -2.54436 0.54288 -1.22738
C 1.95461 1.18891 2.65404
H -2.33135 1.22867 0.92942
H -2.05390 -2.23672 -0.95532
N 0.39078 1.58023 0.53306
O -9.12129 3.88873 -9.83755
C -10.02530 0.76499 -8.30568
C -1.94587 0.33061 0.24169
H 8.39337 0.64511 -2.81853
O 3.36303 2.42051 8.40135
O 9.22011 -6.31939 2.83179
H 8.19206 -3.67638 -0.32306
O 0.46851 4.85437 0.54158
H -1.16181 -3.99654 -0.92827
C -0.33821 0.23713 0.46670
C -10.07996 -1.33232 -7.64138
O -7.46448 2.52346 -9.04891
H -0.27179 -0.11293 1.61619
H 0.29255 5.44489 4.17081
H -0.55159 -2.93087 3.94805
O 10.67028 0.27390 -6.37849
H -0.02505 -3.61290 5.50391
H 8.96111 2.67501 -4.01029
H -6.45378 0.38634 -6.87258
C 6.37380 -1.00866 -0.45639
H 2.10766 0.03775 2.81640
C -7.86985 3.63468 -9.34679
O -9.67459 -2.44354 -7.34350
H -2.30794 -4.15726 7.90488
O 1.00293 -0.02368 -2.69552
C -7.81520 5.73200 -10.01109
C 9.30608 -5.66190 1.80798
C 5.04975 -0.07913 -0.71966
H -7.40927 5.74435 -11.02824
C 0.46378 -0.95770 -0.29425
O -7.12901 4.77316 -9.23865
O 0.94673 -0.28101 -3.97206
*
```



| no. | M (g mol⁻¹) | E_HOMO (eV) |
| --- | --- | --- |
| 1 | 680.02 | -7.65 |
| 2 | 858.81 | -2.97 |
| 3 | 1367.00 | -12.38 |